1.
Computed, not measured: an isolated molecule of C4H9NO2 at a distorted geometry, with ωB97M-V with the def2-TZVPD basis set.

Results
HOMO   -8.478 eV
Orbital gap   8.885 eV
Energy above the lowest of the compared OMol25 structures with the same formula, charge and spin   3.6369 eV

Geometry as ORCA input:
```
! wB97M-V def2-TZVPD RIJCOSX def2/J DEFGRID3
* xyz 0 1
C 1.512 -1.773 1.534
C 0.879 -0.525 1.102
N 0.695 -0.153 -0.088
C -0.298 1.209 -0.038
O -1.325 0.939 0.600
O -0.408 1.464 -1.426
C -1.683 1.096 -1.976
H 2.212 -2.171 0.800
H 1.950 -1.705 2.529
H 0.641 -2.436 1.589
H 0.329 0.093 1.827
H 0.618 1.795 0.598
H 1.226 -0.412 -0.909
H -1.647 1.319 -3.050
H -1.906 0.026 -1.852
H -2.505 1.656 -1.518
*
```

***

2.
Computed, not measured: a structure of composition C20H39B2BrCrF4N4O4Si, with ωB97M-V with the def2-TZVPD basis set.

Results
HOMO (alpha / beta)   -15.247 / -15.276 eV
Expectation value of S²   6.037
Orbital gap (alpha / beta)   7.616 / 6.033 eV
Energy above the lowest of the compared OMol25 structures with the same formula, charge and spin   0.0000 eV

Geometry as ORCA input:
```
! wB97M-V def2-TZVPD RIJCOSX def2/J DEFGRID3
* xyz 2 5
Cr 0.863 -1.950 -1.651
C -2.243 -4.741 -0.902
C -1.426 -3.571 -1.297
N -0.360 -3.180 -0.703
O 0.265 -3.909 0.257
B 1.714 -4.049 -0.158
F 1.646 -3.839 -1.665
F 2.198 -5.222 0.211
O 2.627 -2.928 0.286
N 2.582 -1.963 -0.672
C 3.630 -1.518 -1.259
C 5.023 -1.816 -0.853
C 3.301 -0.790 -2.536
N 2.065 -0.914 -2.879
O 1.645 -0.407 -4.037
B 0.147 -0.133 -4.060
F -0.112 0.529 -5.194
F -0.137 0.520 -2.847
O -0.711 -1.388 -4.067
N -0.702 -2.044 -2.906
C -1.684 -2.808 -2.570
C -2.890 -3.038 -3.401
C 4.304 -0.108 -3.390
H -1.809 -5.242 -0.042
H -3.259 -4.417 -0.666
H -2.315 -5.440 -1.737
H 5.038 -2.487 0.001
H 5.561 -2.271 -1.686
H 5.540 -0.887 -0.601
H -2.979 -2.268 -4.162
H -2.814 -4.009 -3.898
H -3.783 -3.060 -2.776
H 5.301 -0.158 -2.965
H 4.307 -0.564 -4.382
H 4.017 0.936 -3.528
C 0.390 0.371 3.780
C 0.684 1.589 2.865
C 2.114 1.424 2.351
C 0.562 2.870 3.704
Si -0.680 1.445 1.531
Br 0.090 -0.144 0.110
C -0.649 3.328 0.210
C -1.332 2.901 -1.049
C -1.407 4.256 1.113
C 0.818 3.582 0.067
C -2.487 0.982 1.962
C -2.941 1.792 3.192
C -3.495 1.173 0.825
C -2.495 -0.520 2.320
H 1.183 0.356 4.532
H 0.433 -0.582 3.249
H -0.552 0.446 4.316
H 2.772 1.443 3.223
H 2.441 2.219 1.687
H 2.265 0.464 1.855
H 1.221 2.765 4.569
H -0.441 3.042 4.090
H 0.893 3.758 3.167
H -2.370 2.613 -0.924
H -0.786 2.151 -1.613
H -1.339 3.816 -1.663
H -2.464 4.024 1.184
H -1.335 5.238 0.618
H -0.968 4.390 2.099
H 1.352 2.754 -0.400
H 1.306 3.894 0.983
H 0.887 4.426 -0.636
H -2.960 2.867 3.023
H -2.349 1.589 4.082
H -3.967 1.493 3.422
H -3.692 2.217 0.591
H -4.443 0.743 1.153
H -3.199 0.654 -0.088
H -1.824 -0.791 3.131
H -2.275 -1.150 1.458
H -3.511 -0.753 2.649
*
```

***

3.
Computed, not measured: a structure of composition Cl2H38O19Zn at a distorted geometry, with ωB97M-V with the def2-TZVPD basis set.

Results
HOMO   -9.894 eV
Orbital gap   9.096 eV

Geometry as ORCA input:
```
! wB97M-V def2-TZVPD RIJCOSX def2/J DEFGRID3
* xyz 0 1
Zn -0.041 -0.543 -0.062
Cl -1.513 1.112 0.812
Cl -0.459 -2.435 1.298
O 0.810 4.111 -0.961
H 0.730 4.056 -0.009
H 1.191 4.974 -1.121
O -3.081 -0.068 -3.837
H -3.094 -0.947 -4.216
H -3.973 0.068 -3.517
O 2.879 -1.148 3.069
H 2.630 -0.687 3.871
H 2.420 -1.987 3.122
O 2.004 -4.521 1.471
H 1.248 -3.933 1.462
H 1.641 -5.382 1.266
O -3.191 2.709 -3.323
H -3.146 1.815 -3.661
H -2.709 2.678 -2.496
O -0.009 3.610 2.365
H -0.751 4.193 2.526
H -0.384 2.869 1.889
O 3.053 -1.093 -3.036
H 3.852 -1.406 -3.460
H 2.758 -0.367 -3.586
O -3.138 3.850 -0.268
H -2.540 3.154 0.009
H -2.716 4.658 0.024
O -4.674 -0.467 -0.409
H -3.857 0.013 -0.276
H -4.489 -1.349 -0.088
O 3.533 2.069 1.324
H 3.430 2.963 0.998
H 4.163 2.146 2.040
O 4.778 1.077 -1.313
H 4.301 1.757 -1.789
H 4.510 1.190 -0.401
O -1.168 -1.199 -1.604
H -1.602 -0.852 -2.383
H -1.534 -2.077 -1.496
O 1.652 -0.001 1.069
H 2.129 -0.432 1.778
H 2.137 0.809 0.911
O 1.287 -1.675 -1.148
H 1.624 -2.516 -0.838
H 1.866 -1.437 -1.872
O -3.617 -0.203 3.208
H -3.001 0.029 2.513
H -3.324 0.302 3.966
O 4.489 -1.841 -0.026
H 4.205 -1.170 -0.647
H 5.339 -1.532 0.289
O -3.876 -3.054 0.068
H -2.972 -3.106 0.380
H -4.344 -3.715 0.579
O -2.915 -3.092 3.725
H -3.074 -2.248 3.302
H -2.164 -3.458 3.256
O 0.746 0.933 -1.399
H 1.455 0.943 -2.042
H 0.490 1.852 -1.309
*
```

***

4.
Computed, not measured: an isolated molecule of C3H10O4Si at a distorted geometry, with ωB97M-V with the def2-TZVPD basis set.

Results
HOMO   -10.455 eV
Orbital gap   11.195 eV
Energy above the lowest of the compared OMol25 structures with the same formula, charge and spin   0.0000 eV

Geometry as ORCA input:
```
! wB97M-V def2-TZVPD RIJCOSX def2/J DEFGRID3
* xyz 0 1
C 1.970 1.203 1.265
O 0.738 0.599 1.283
Si 0.014 0.025 -0.101
O 1.248 -0.864 -0.950
O -1.243 -0.889 0.245
C -1.360 -1.770 1.319
O -0.372 1.162 -1.138
C -1.216 1.039 -2.249
H 2.698 0.410 1.083
H 2.185 1.534 2.318
H 2.132 1.976 0.474
H 1.395 -1.779 -0.682
H -0.555 -1.280 2.013
H -0.972 -2.813 1.051
H -2.372 -1.737 1.700
H -1.960 0.288 -2.156
H -0.626 0.894 -3.190
H -1.701 2.001 -2.287
*
```

***

no.,calculated total energy (a.u.)
1,-362.95188
2,-5662.28186
3,-4152.21957
4,-710.88906